C21H16N8O9Re as an isolated structure. Source: the OMol25 dataset; level of theory: ωB97M-V/def2-TZVPD.

Structure (XYZ):
```
55
Properties=species:S:1:pos:R:3:forces:R:3:lowdin_charge:R:1
Re 0.0198 -0.4010 -0.1402 0.435 1.120 -1.034 1.877
N -1.3100 -2.6556 1.8718 -0.296 -0.068 0.205 0.156
C -0.5736 -1.7137 2.5420 0.101 -0.090 0.487 -0.231
C -0.5890 -1.7747 3.9465 0.096 0.206 -0.239 0.040
C 0.1908 -0.9125 4.6797 -0.063 -0.036 -0.421 0.016
C 0.9912 0.0032 3.9946 -0.060 -0.008 -0.302 -0.002
C 0.9298 0.0418 2.6225 0.686 0.611 0.781 -0.106
N 0.1636 -0.7913 1.8903 -0.471 -0.580 -0.429 -0.033
C -1.3645 -3.0282 0.5527 -0.103 -0.545 -0.203 -0.241
C -1.8897 -4.3015 0.2739 0.188 0.275 -0.137 0.042
C -1.9560 -4.7488 -1.0241 0.099 0.297 0.150 0.017
C -1.5066 -3.9069 -2.0421 0.067 0.333 0.135 0.001
C -1.0123 -2.6712 -1.7041 0.003 -0.505 -0.994 -0.098
N -0.9363 -2.2189 -0.4355 -0.244 0.378 0.854 -0.046
H -1.7859 -3.3072 2.4903 0.162 0.227 -0.201 0.165
H -1.2095 -2.5066 4.4407 -0.066 -0.095 -0.037 0.134
H 0.1838 -0.9464 5.7591 0.012 -0.032 0.045 0.137
H 1.6307 0.6823 4.5350 0.047 0.121 -0.109 0.132
H 1.5071 0.7738 2.0723 -0.060 -0.025 -0.047 0.118
H -2.1984 -4.9373 1.0898 -0.041 0.015 0.097 0.134
H -2.3324 -5.7366 -1.2439 -0.039 -0.047 -0.008 0.137
H -1.5388 -4.2118 -3.0765 0.044 0.067 -0.041 0.132
H -0.6428 -2.0083 -2.4750 -0.001 0.025 0.050 0.116
C 4.5915 1.3189 -0.9372 0.475 0.745 -0.019 0.024
N 3.8836 0.0582 -0.8731 -1.274 0.324 0.254 -0.033
C 4.5282 -1.1371 -1.0438 -0.044 -1.352 -0.077 0.000
C 3.8888 -2.3244 -0.9625 0.199 0.331 -0.039 0.061
C 2.4561 -2.3736 -0.7093 -0.036 -0.701 -0.049 -0.458
O 1.7451 -3.3559 -0.6512 0.273 -0.034 0.032 0.081
N 1.8836 -1.1206 -0.5171 -0.091 0.093 -0.182 -0.007
C 2.5626 0.0364 -0.5920 1.049 -0.600 -0.091 -0.504
O 1.8528 1.0488 -0.3456 -1.683 0.402 0.352 -0.039
H 5.0674 1.4420 -1.9114 -0.113 -0.060 0.044 0.115
H 5.3633 1.3584 -0.1652 -0.132 -0.009 -0.038 0.114
H 3.8763 2.1256 -0.7808 0.165 -0.075 -0.024 0.100
H 5.5873 -1.0759 -1.2525 0.004 0.084 0.024 0.152
H 4.4119 -3.2594 -1.0868 0.044 0.024 -0.048 0.132
O -3.4045 6.5147 -1.4240 -0.189 0.687 0.285 0.137
N -3.2863 5.5785 -2.1620 0.457 -0.781 0.318 -0.361
O -3.6247 5.4828 -3.3083 -0.276 0.216 -0.744 0.131
C -2.6515 4.3748 -1.5846 0.383 -0.749 0.260 -0.081
C -2.3665 4.3429 -0.2184 -0.025 0.119 -0.140 0.135
C -1.8668 3.1853 0.3356 -0.042 -0.804 -1.048 -0.025
C -1.6710 2.0048 -0.4469 -0.311 2.265 -1.144 -0.235
O -1.4632 0.8813 0.1035 0.510 -2.271 0.530 -0.176
C -1.7490 2.1705 -1.8716 -0.304 0.655 1.479 -0.049
C -2.3012 3.3261 -2.4177 -0.069 0.373 -0.125 0.128
N -1.2592 1.1568 -2.7298 -0.839 0.406 -0.561 -0.268
O -1.5693 1.1460 -3.8848 0.327 -0.172 0.358 0.211
O -0.4646 0.2980 -2.2658 1.076 -1.283 0.839 -0.084
N -1.4137 3.1528 1.7187 -0.101 0.150 -0.106 -0.327
O -1.4290 4.1870 2.3224 -0.111 0.431 0.355 0.156
O -0.9924 2.0917 2.1391 0.226 -0.004 0.664 0.066
H -2.5285 5.2230 0.3959 0.003 -0.080 -0.058 0.153
H -2.4264 3.4183 -3.4913 -0.047 0.026 0.093 0.151
```
Positions in Å, forces in eV/Å.

## Properties
* lowest unoccupied orbital energy (spin up / spin down): -7.3 / -8.4 eV
* HOMO (spin up / spin down): -14.90 / -15.02 eV
* multiplicity: 4
* total charge: +2
* relative energy (zero: lowest compared OMol25 entry of this formula, charge and spin): 26.6 kcal per mole



A 2-piece molecular cluster, C4H14N2O2 overall. Source: the OMol25 dataset; level of theory: ωB97M-V/def2-TZVPD.

Structure (XYZ):
```
22
Properties=species:S:1:pos:R:3:forces:R:3:lowdin_charge:R:1
C 0.2540 1.2941 0.5713 1.228 -1.082 -1.131 -0.033
C 0.2778 -0.0546 -0.2173 -0.862 0.579 0.391 -0.402
C -0.8660 -0.0851 -1.2418 -0.394 -0.704 0.448 -0.228
O -1.0005 1.1260 -1.9608 -0.250 -0.488 -0.183 -0.095
N 0.1318 -1.2021 0.6626 0.550 -0.233 -0.766 -0.050
C 1.3958 -1.7484 1.1493 -0.708 -1.398 -0.324 -0.311
N 1.2473 -3.1120 1.6562 0.027 0.141 0.295 -0.008
H 1.0708 1.2783 1.3099 -0.436 0.179 -0.112 0.079
H -0.7189 1.3900 1.0357 -0.149 0.268 0.190 0.082
H 0.4491 2.0801 -0.1638 -0.153 0.275 0.501 0.069
H 1.1935 -0.1943 -0.8146 0.016 0.243 0.479 0.139
H -0.7347 -1.0095 -1.8494 -0.090 0.732 -0.060 0.125
H -1.8490 -0.2027 -0.7343 0.615 0.052 -0.102 0.131
H -0.2156 1.3701 -2.4562 0.219 -0.199 -0.072 0.105
H -0.5954 -1.0732 1.3516 0.199 0.070 0.248 0.115
H 1.8524 -1.1996 1.9722 0.371 0.403 -0.241 0.110
H 2.0305 -1.8461 0.2449 -0.012 0.577 0.676 0.117
H 1.0344 -3.1274 2.6448 -0.052 0.025 -0.037 0.053
H 0.5084 -3.6041 1.1713 0.019 0.039 -0.136 0.060
H -2.5078 3.5039 -1.7658 -0.201 -0.049 -0.121 0.028
H -1.3552 2.7818 -1.0808 -0.228 0.432 -0.512 -0.009
O -1.6028 3.6349 -1.4849 0.291 0.139 0.568 -0.077
```
Positions in Å, forces in eV/Å.

## Properties
* SMILES: C[C@H](CO)NCN.O
* lowest unoccupied orbital energy: 0.8 eV
* HOMO: -8.90 eV
* relative energy (zero: lowest compared OMol25 entry of this formula, charge and spin): 24.4 kcal per mole



C7H5AsNO6S6Tl as an isolated structure. Source: the OMol25 dataset; level of theory: ωB97M-V/def2-TZVPD.

Structure (XYZ):
```
27
Properties=species:S:1:pos:R:3:forces:R:3:lowdin_charge:R:1
Tl -1.5033 -1.4502 -1.0883 -0.151 0.063 -0.112 0.481
O 2.8422 -1.0146 -1.0214 -0.001 -0.134 0.062 -0.255
As 1.5689 0.1064 -1.5254 0.122 0.026 0.030 0.853
O 2.2970 1.1657 -2.5437 0.058 0.082 -0.048 -0.502
O 0.3012 -0.7437 -2.2058 -0.179 -0.095 0.028 -0.560
C 1.1261 1.0916 0.1108 0.035 0.029 -0.050 -0.232
C 1.4768 2.4381 0.0032 0.001 0.019 -0.033 -0.100
C 1.2514 3.3228 1.0449 -0.008 -0.004 0.017 -0.094
C 0.6734 2.8716 2.2234 0.008 -0.016 -0.029 -0.091
C 0.3260 1.5379 2.3444 -0.020 0.027 0.048 -0.068
C 0.5448 0.6529 1.2967 -0.030 -0.103 -0.003 -0.264
S -0.0166 -1.0253 1.5634 -0.001 0.028 0.034 0.431
O 0.4418 -1.3958 2.8808 -0.009 0.017 -0.007 -0.313
O 0.5421 -1.7795 0.4400 0.008 -0.022 0.035 -0.394
O -1.4825 -0.9646 1.4196 0.056 0.005 -0.007 -0.402
H 3.5097 -0.9428 -1.7143 0.015 0.096 -0.010 0.026
H 1.9261 2.7670 -0.9262 0.001 -0.006 0.004 0.086
H 1.5255 4.3653 0.9329 -0.001 0.003 0.004 0.092
H 0.4911 3.5545 3.0448 0.001 0.006 0.000 0.093
H -0.1218 1.1586 3.2540 0.001 0.005 0.000 0.112
S -3.9367 -2.2975 -1.1052 0.051 -0.020 0.025 -0.027
S -4.9458 -0.5708 -1.5945 -0.003 0.011 0.003 -0.166
S -4.0243 0.8872 -0.4701 -0.013 -0.019 -0.001 -0.137
S -2.1774 1.0161 -1.3445 0.023 0.025 0.016 0.031
S -0.8115 -6.3815 -1.8521 0.003 -0.136 -0.023 0.387
C -0.8902 -4.7638 -1.6500 -0.007 0.160 0.006 -0.963
N -0.9340 -3.6056 -1.5174 0.042 -0.046 0.012 -0.023
```
Positions in Å, forces in eV/Å.

## Properties
* lowest unoccupied orbital energy: 4.6 eV
* HOMO: -2.48 eV
* total charge: -2
* relative energy (zero: lowest compared OMol25 entry of this formula, charge and spin): 0.0 kcal per mole



A 2-piece molecular cluster, C5H13NO overall. Source: the OMol25 dataset; level of theory: ωB97M-V/def2-TZVPD.

Structure (XYZ):
```
20
Properties=species:S:1:pos:R:3:forces:R:3:lowdin_charge:R:1
C -0.0270 3.0330 -0.5597 0.542 0.523 0.400 -0.087
C -0.3662 1.5989 -0.8616 -1.505 0.823 2.773 -0.273
N 0.5289 0.8165 -0.0421 0.091 -1.164 2.350 -0.030
C 0.4683 -1.5705 -0.8714 -1.057 -0.300 -1.179 -0.078
C 0.2127 -0.5427 0.2353 1.507 -0.968 1.208 -0.468
C 1.0207 -1.0378 1.4824 -2.317 0.456 -0.751 -0.046
O -1.8607 -2.3743 0.4817 0.316 1.265 0.400 -0.153
H -0.8509 3.7146 -0.7402 -0.421 -0.113 0.497 0.069
H 0.7853 3.5513 -1.0837 0.351 -0.794 0.171 0.076
H 0.2185 2.8483 0.5274 -0.358 1.814 -0.966 0.086
H -0.4194 1.2075 -1.8049 0.498 -0.580 -2.762 0.083
H -1.4523 1.5371 -0.5267 0.956 -0.438 0.093 0.138
H 0.7772 1.2375 0.9088 -0.642 -0.244 -2.091 0.136
H -0.5807 -2.0770 -0.7903 2.299 0.237 -1.740 0.049
H 1.2324 -2.3072 -0.5429 -0.394 0.531 -0.296 0.073
H 0.8517 -1.0866 -1.8624 -1.172 -0.986 1.624 0.109
H -0.9130 -0.7055 0.5054 -0.488 -0.311 0.075 0.122
H 1.9931 -1.1844 1.1880 2.491 -0.180 -0.811 0.049
H 1.0224 -0.3486 2.2888 -0.239 0.746 0.903 0.065
H 0.6676 -1.9933 1.8252 -0.459 -0.317 0.101 0.080
```
Positions in Å, forces in eV/Å.

## Properties
* lowest unoccupied orbital energy: -3.2 eV
* HOMO: -9.46 eV
* relative energy (zero: lowest compared OMol25 entry of this formula, charge and spin): 200.7 kcal per mole



An isolated ion of composition C2H9N4 and charge +1. Source: the OMol25 dataset; level of theory: ωB97M-V/def2-TZVPD.

Structure (XYZ):
```
15
Properties=species:S:1:pos:R:3:forces:R:3:lowdin_charge:R:1
C 0.5494 -0.1256 -0.2700 2.202 1.757 -1.678 -0.298
C -0.8842 0.1930 0.0638 0.812 -1.910 -0.429 -0.339
N 0.9453 -1.4597 0.0078 -0.963 0.219 0.531 0.061
N -1.6896 -0.8268 0.2907 0.961 2.539 0.132 0.259
N -1.2950 1.3890 -0.1963 -1.884 1.365 1.631 0.234
N 1.5721 1.0224 0.3547 -2.456 -1.895 -1.183 0.071
H 0.4365 -0.0106 -1.4363 0.817 -0.199 1.939 0.197
H 1.4928 -1.9157 -0.6849 0.396 -0.100 -0.494 0.094
H 1.2692 -1.6763 0.9405 -0.028 0.252 0.024 0.110
H -2.6335 -0.7575 0.5565 -1.229 0.070 0.075 0.136
H -1.2414 -1.6714 0.1598 0.866 -2.513 0.155 0.089
H -0.6677 2.1666 -0.1235 0.586 0.211 -0.065 0.133
H -2.2009 1.5723 0.2368 0.004 0.477 -0.704 0.157
H 2.4123 0.4982 0.4855 0.508 -0.876 0.788 0.044
H 1.9348 1.6022 -0.3852 -0.592 0.604 -0.721 0.053
```
Positions in Å, forces in eV/Å.

## Properties
* SMILES: NC(=[NH2+])C(N)N
* lowest unoccupied orbital energy: -3.7 eV
* HOMO: -14.11 eV
* total charge: +1
* relative energy (zero: lowest compared OMol25 entry of this formula, charge and spin): 22.8 kcal per mole



An isolated ion of composition C4H3N2O2S2 and charge -1. Source: the OMol25 dataset; level of theory: ωB97M-V/def2-TZVPD.

Structure (XYZ):
```
13
Properties=species:S:1:pos:R:3:forces:R:3:lowdin_charge:R:1
C 3.1662 1.2770 0.1769 1.920 -0.288 1.910 -0.066
C 3.5031 -2.0716 -0.0687 -0.604 -0.344 -0.645 -1.351
C 1.3056 -0.0552 -0.7294 0.094 2.180 1.582 -0.387
C -0.0006 -0.0200 0.0290 -1.836 -0.023 -2.144 -0.154
N 2.1629 0.7022 -0.1457 -1.805 -0.428 -2.442 -0.002
N 3.8391 2.4001 -0.1105 0.066 1.236 -1.538 -0.440
O 3.8245 3.4131 0.6290 -0.062 -0.894 -0.210 -0.045
O 4.5355 2.3296 -1.1664 -0.264 0.165 0.904 -0.045
S 4.5393 -1.9311 1.1124 0.195 -0.072 0.224 0.537
S 2.3630 -1.9658 -1.1226 1.082 -0.763 0.328 0.773
H -0.3825 -1.0600 0.0037 -0.523 0.663 -0.169 0.049
H 0.1134 0.2271 1.0401 0.356 0.487 1.658 0.028
H -0.7599 0.7824 -0.4035 1.381 -1.920 0.541 0.102
```
Positions in Å, forces in eV/Å.

## Properties
* lowest unoccupied orbital energy: 3.2 eV
* HOMO: -3.15 eV
* total charge: -1
* relative energy (zero: lowest compared OMol25 entry of this formula, charge and spin): 207.4 kcal per mole



Question: The lowest relative energy (zero: lowest compared OMol25 entry of this formula, charge and spin) belongs to which entry?
Answer: C7H5AsNO6S6Tl